Record 1
A gas-phase ion, C4H9N4O (charge +1). Source: OMol25; level of theory: wB97M-V/def2-TZVPD.

Last column: natural (NBO) charge in e.
Geometry (Å):
C 1.714 -0.622 -0.991  -0.61
C 0.973 -0.482 0.341  0.15
N 1.407 0.862 0.875  -0.75
N -0.446 -0.413 0.122  -0.31
N -1.349 -1.413 0.335  -0.22
C -2.486 -0.938 0.093  0.18
N -2.454 0.389 -0.227  -0.57
C -1.228 0.849 -0.205  0.75
O -0.653 1.937 -0.394  -0.65
H 1.481 0.139 -1.666  0.24
H 1.318 -1.627 -1.409  0.26
H 2.683 -0.569 -0.684  0.20
H 1.230 -1.128 1.066  0.22
H 2.489 0.969 0.562  0.46
H 1.244 1.172 1.929  0.46
H 0.740 1.520 0.424  0.47
H -3.365 -1.599 0.061  0.25
H -3.296 0.954 -0.233  0.46

HOMO level = -13.3 eV
LUMO energy = -3.44 eV
Net charge = +1
Electronic energy = -12294.1423 eV
Frontier orbital gap = 0.363 Eh
Energy above the lowest of the compared OMol25 structures with the same formula, charge and spin = 1.480 eV



Record 2
2 unconnected molecules or ions with the total composition C14H25N5O7PS2. Source: OMol25; level of theory: wB97M-V/def2-TZVPD.

Last column: natural (NBO) charge in e.
Geometry (Å):
C -3.098 2.887 0.462  -0.62
C -2.787 1.431 0.841  -0.41
C -2.539 0.529 -0.430  -0.49
C -1.125 0.350 -0.729  0.06
N -0.207 -0.512 -0.049  -0.52
S -0.385 -1.572 1.175  2.32
C -1.271 -0.868 2.537  -0.89
O 0.916 -1.892 1.663  -0.97
O -1.141 -2.694 0.738  -0.95
N 1.025 -0.348 -0.620  -0.27
C 0.957 0.472 -1.554  0.38
C 2.149 0.876 -2.323  -0.46
C 3.248 1.348 -1.362  -0.38
C 3.019 2.837 -1.053  -0.42
C 3.864 3.294 0.157  -0.52
S 2.769 3.804 1.526  0.28
C 2.775 2.405 2.538  0.27
N 2.739 2.418 3.797  -0.31
N 2.747 1.108 4.230  -0.31
C 2.797 0.394 3.175  0.30
O 2.807 1.122 2.068  -0.42
N -0.360 0.959 -1.733  -0.76
P -1.005 2.073 -2.868  1.47
O -2.230 1.174 -3.533  -1.01
O 0.095 2.142 -4.087  -0.99
H -2.172 3.454 0.514  0.21
H -3.748 3.325 1.215  0.20
H -3.544 2.979 -0.523  0.20
H -3.600 0.966 1.399  0.18
H -1.859 1.431 1.397  0.20
H -3.033 1.048 -1.247  0.23
H -3.032 -0.448 -0.320  0.21
H -1.235 -1.604 3.331  0.26
H -2.316 -0.699 2.314  0.25
H -0.839 0.060 2.898  0.23
H 2.533 0.006 -2.855  0.23
H 1.975 1.663 -3.043  0.24
H 3.245 0.761 -0.450  0.24
H 4.197 1.298 -1.892  0.19
H 1.957 2.953 -0.849  0.21
H 3.206 3.428 -1.947  0.20
H 4.498 4.126 -0.121  0.23
H 4.458 2.442 0.462  0.23
H 2.813 -0.677 3.211  0.23
H -1.898 0.266 -3.651  0.47
H 0.293 1.251 -4.418  0.47
O -0.636 -6.402 -0.778  -0.57
C -1.676 -5.846 -0.313  0.04
C -2.746 -7.100 0.317  0.05
O -3.807 -6.553 0.740  -0.58
H -2.327 -5.287 -1.019  0.13
H -1.561 -5.169 0.557  0.17
H -2.087 -7.613 1.049  0.13
H -2.819 -7.796 -0.544  0.13

HOMO level = -1.2 eV
LUMO energy = 0.93 eV
Net charge = -1
Electronic energy = -67658.6938 eV
Frontier orbital gap = 0.078 Eh